(1)
Below is a molecular structure, C25H18F3GeHfN2O4 in a non-equilibrium geometry, with properties calculated with ωB97M-V/def2-TZVPD.

The HOMO-LUMO gap comes out at 6.68 eV. Its molecular weight is 718.52 u. The calculation puts the total energy at -103363.2026 eV. The value obtained for the HOMO energy is -3.989 eV. As for the spin multiplicity: 1. As for the charge: -1. For the energy above the lowest of the compared OMol25 structures with the same formula, charge and spin, the calculation gives 7.5 kcal per mole.

Cartesian coordinates (Å):
Hf  2.30556  1.38256  1.68658
O  3.24772  -4.57007  1.19930
C  3.13543  -4.05945  -0.01298
O  3.11091  -4.74625  -1.00961
C  2.93669  -2.59075  -0.10442
C  2.73656  -1.93013  -1.30210
N  2.61890  -0.62905  -1.02445
N  2.70433  -0.39563  0.28069
C  2.88093  -1.56932  0.85913
C  2.89257  -1.57829  2.36485
O  3.11947  -2.63471  2.95156
O  2.63379  -0.46412  2.89361
H  3.23360  -3.85434  1.89486
H  2.67107  -2.31296  -2.30725
H  2.30273  0.11054  -1.64114
F  3.99834  2.52830  0.63703
C  4.82354  2.47383  1.88268
F  3.51267  2.80886  2.80525
F  5.37774  3.65515  1.87543
C  0.61156  1.90185  0.99749
Ge  -0.87877  1.11599  0.22335
C  -0.35656  0.53853  -1.61218
C  0.50067  1.38433  -2.33064
C  1.03613  1.00375  -3.55639
C  0.72717  -0.24544  -4.09408
C  -0.13568  -1.08849  -3.40649
C  -0.67582  -0.69177  -2.18283
C  -1.50935  -0.54119  1.10778
C  -0.68983  -1.67233  1.11462
C  -1.03848  -2.82299  1.80875
C  -2.23372  -2.86432  2.51840
C  -3.06763  -1.75333  2.51950
C  -2.70660  -0.60531  1.81860
C  -2.49292  2.24087  -0.03284
C  -3.65511  1.76370  -0.64232
C  -4.76282  2.58327  -0.82457
C  -4.72403  3.90619  -0.39521
C  -3.57495  4.39792  0.21349
C  -2.47164  3.56875  0.39113
H  0.78120  2.33840  -1.89245
H  1.69789  1.67674  -4.09242
H  1.14980  -0.55055  -5.04409
H  -0.38176  -2.06191  -3.81567
H  -1.32821  -1.37635  -1.64995
H  0.24517  -1.65803  0.56310
H  -0.37678  -3.68179  1.80174
H  -2.51225  -3.75508  3.06832
H  -4.00064  -1.77919  3.07103
H  -3.36892  0.25549  1.82989
H  -3.70132  0.73113  -0.98147
H  -5.65579  2.19260  -1.29984
H  -5.58548  4.54901  -0.53501
H  -3.53853  5.42838  0.54894
H  -1.56856  3.94701  0.86331

Which charges does natural (NBO) predict for the atoms? In e, they are: Hf 1.968; O -0.680; C 0.795; O -0.609; C -0.277; C 0.050; N -0.299; N -0.344; C 0.067; C 0.789; O -0.656; O -0.773; H 0.510; H 0.250; H 0.455; F -0.453; C 0.581; F -0.531; F -0.336; C -1.652; Ge 1.540; C -0.311; C -0.263; C -0.255; C -0.250; C -0.217; C -0.256; C -0.425; C -0.153; C -0.243; C -0.216; C -0.224; C -0.219; C -0.428; C -0.156; C -0.248; C -0.229; C -0.225; C -0.200; H 0.238; H 0.209; H 0.206; H 0.208; H 0.219; H 0.185; H 0.211; H 0.201; H 0.200; H 0.213; H 0.197; H 0.199; H 0.199; H 0.201; H 0.232

***

(2)
Below is a molecular structure, C25H18GaN10O4 in a non-equilibrium geometry, with properties calculated with ωB97M-V/def2-TZVPD.

The HOMO-LUMO gap comes out at 8.66 eV. Its molecular weight is 592.21 u. The calculation puts the total energy at -101681.9455 eV. The value obtained for the HOMO energy is -11.613 eV. As for the spin multiplicity: 1. As for the charge: +1.

Cartesian coordinates (Å):
Ga  0.04254  0.09855  -0.12634
C  -1.03736  1.28697  2.45035
N  -0.18926  0.11386  2.12220
C  -0.69110  -1.19251  2.59946
C  -1.41502  -1.86801  1.47452
N  -1.20237  -1.51756  0.23513
C  -2.04860  -2.30167  -0.56363
C  -2.26011  -2.32605  -1.94110
C  -3.18093  -3.23526  -2.41882
C  -3.87985  -4.09951  -1.56044
C  -3.68285  -4.07545  -0.19515
C  -2.75445  -3.15817  0.27642
N  -2.33232  -2.84181  1.56999
C  -1.80122  1.75172  1.24358
N  -1.65124  1.22576  0.05708
C  -2.38825  2.01404  -0.83621
C  -2.52715  1.92525  -2.21821
C  -3.31936  2.87449  -2.82842
C  -3.95972  3.88178  -2.08778
C  -3.82530  3.97476  -0.71660
C  -3.02291  3.01527  -0.11173
N  -2.62625  2.81251  1.21334
H  -1.71989  1.06313  3.26951
H  -0.39792  2.10460  2.77546
H  0.73470  0.26150  2.50304
H  0.15604  -1.80695  2.90300
H  -1.34177  -1.08493  3.46596
H  -1.71432  -1.67268  -2.60872
H  -3.36749  -3.28934  -3.48402
H  -4.59071  -4.80000  -1.98019
H  -4.21767  -4.74396  0.46869
H  -2.62162  -3.30670  2.41423
H  -2.02291  1.15009  -2.78087
H  -3.45202  2.84971  -3.90301
H  -4.56949  4.61036  -2.60732
H  -4.31611  4.75708  -0.14899
H  -2.86500  3.39596  1.99652
O  5.33784  2.65862  -0.13779
C  5.51801  1.35298  -0.04568
O  6.59520  0.82975  -0.11704
C  4.30733  0.50657  0.19448
C  4.39209  -0.84298  0.44272
N  3.14223  -1.29045  0.61197
N  2.22531  -0.31685  0.48914
C  2.92922  0.77976  0.21778
C  2.13940  2.02487  -0.03570
O  2.66916  3.11455  -0.10084
O  0.85340  1.82335  -0.15007
H  4.39031  2.90913  -0.10372
H  5.25547  -1.49281  0.47814
H  2.86500  -2.24006  0.78712
N  0.48552  -0.76566  -1.84347
C  0.97449  -1.82731  -1.85092
C  1.45786  -3.10112  -1.75917
C  0.56369  -4.07086  -1.18586
N  -0.15381  -4.80267  -0.65423
C  2.84728  -3.39387  -1.90821
N  3.97636  -3.62236  -1.96392

Which charges does Mulliken predict for the atoms? In e, they are: Ga 1.026; C -1.095; N -0.288; C -1.219; C 0.404; N 0.753; C -0.215; C -0.237; C -0.908; C -0.539; C -1.129; C 0.813; N -0.084; C 0.480; N 0.433; C 0.220; C -0.504; C -0.814; C -0.468; C -1.130; C 0.726; N -0.093; H 0.490; H 0.492; H 0.357; H 0.431; H 0.425; H 0.432; H 0.436; H 0.425; H 0.448; H 0.241; H 0.392; H 0.426; H 0.401; H 0.427; H 0.223; O -0.518; C 0.481; O -0.553; C 0.130; C -0.405; N -0.344; N -0.105; C -0.267; C 0.834; O -0.788; O -0.457; H 0.422; H 0.529; H 0.235; N -0.283; C 0.597; C -0.019; C 0.371; N -0.487; C -0.067; N -0.483

***

(3)
Below is a molecular structure, C25H18N3O3Pt, with properties calculated with ωB97M-V/def2-TZVPD.

The HOMO-LUMO gap (alpha / beta) comes out at 5.06 / 6.81 eV. Its molecular weight is 603.52 u. The calculation puts the total energy at -40076.9568 eV. The value obtained for the HOMO energy (alpha / beta) is -2.413 / -4.385 eV. As for the spin multiplicity: 3. As for the charge: -1.

Cartesian coordinates (Å):
Pt  -0.71051  -0.06968  -0.01875
O  0.76101  2.81755  2.95759
C  2.09861  2.70098  2.82783
C  2.89596  3.62145  3.50727
C  4.27335  3.55927  3.41722
C  4.88054  2.57234  2.64475
C  4.09324  1.65927  1.96934
C  2.69793  1.70005  2.04155
C  1.87718  0.72205  1.30704
O  0.58732  0.85604  1.34761
N  2.48200  -0.27746  0.67818
N  1.67502  -0.91933  -0.11918
C  2.07336  -2.18152  -0.53567
C  1.24025  -3.28094  -0.40527
C  1.66973  -4.54700  -0.90578
C  0.91404  -5.68677  -0.79204
C  -0.33673  -5.62191  -0.16221
C  -0.80066  -4.40922  0.32414
C  -0.06503  -3.20847  0.23716
O  -0.58308  -2.12220  0.73003
H  0.36257  2.12364  2.38272
H  2.40063  4.37932  4.10115
H  4.87765  4.28327  3.95085
H  5.95918  2.51852  2.57193
H  4.53934  0.87951  1.36702
H  3.04675  -2.26698  -1.01312
H  2.64198  -4.58682  -1.38685
H  1.28314  -6.62733  -1.18330
H  -0.94118  -6.51512  -0.05491
H  -1.76056  -4.34621  0.82686
C  -3.79898  -2.16593  -2.09682
C  -4.54191  -1.13288  -2.64450
C  -4.12727  0.16914  -2.44275
C  -2.98318  0.42676  -1.69555
N  -2.28706  -0.59450  -1.14463
C  -2.67826  -1.85594  -1.35177
C  -2.40739  1.74088  -1.42902
C  -2.92634  2.93141  -1.93542
C  -2.29214  4.12919  -1.66461
C  -1.13020  4.12303  -0.89474
C  -0.61376  2.94044  -0.39100
C  -1.24477  1.71360  -0.63134
H  -4.07037  -3.20269  -2.23568
H  -5.43294  -1.33908  -3.22439
H  -4.68421  0.99646  -2.85880
H  -2.07146  -2.61911  -0.89050
H  -3.82517  2.92742  -2.54192
H  -2.69028  5.05905  -2.05087
H  -0.61934  5.05672  -0.68732
H  0.29202  2.96975  0.19847

Which charges does natural (NBO) predict for the atoms? In e, they are: Pt 0.876; O -0.703; C 0.414; C -0.310; C -0.196; C -0.275; C -0.146; C -0.218; C 0.529; O -0.745; N -0.336; N -0.271; C -0.035; C -0.206; C -0.190; C -0.282; C -0.238; C -0.357; C 0.444; O -0.811; H 0.517; H 0.212; H 0.199; H 0.202; H 0.231; H 0.173; H 0.189; H 0.193; H 0.191; H 0.203; C -0.275; C -0.166; C -0.245; C 0.229; N -0.413; C 0.074; C -0.191; C -0.179; C -0.267; C -0.183; C -0.284; C -0.057; H 0.221; H 0.209; H 0.214; H 0.250; H 0.192; H 0.199; H 0.201; H 0.219

***

(4)
Below is a molecular structure, C25H19BIrN5O8S2, with properties calculated with ωB97M-V/def2-TZVPD.

The HOMO-LUMO gap (alpha / beta) comes out at 6.38 / 6.45 eV. Its molecular weight is 784.62 u. The calculation puts the total energy at -75250.2779 eV. The value obtained for the HOMO energy (alpha / beta) is -5.165 / -5.224 eV. As for the spin multiplicity: 2. As for the charge: -1. For the energy above the lowest of the compared OMol25 structures with the same formula, charge and spin, the calculation gives 90.4 kcal per mole.

Cartesian coordinates (Å):
Ir  -0.36925  0.36696  -0.04739
O  0.62131  -2.90549  1.80857
C  -0.32265  -2.05395  1.55376
N  -0.87874  -2.33308  0.38718
C  -2.30067  -2.20818  0.07340
C  -2.96569  -3.40715  0.31594
C  -4.31392  -3.53980  0.06226
C  -4.98177  -2.44327  -0.45591
C  -4.33115  -1.25117  -0.69811
C  -2.95399  -1.06786  -0.44199
N  -2.27696  0.13412  -0.66836
C  -2.92464  1.25233  -1.09992
O  -4.12124  1.38635  -1.33876
C  -2.06303  2.48870  -1.31623
C  -2.55311  3.47038  -2.15077
C  -1.77393  4.60554  -2.35380
C  -0.56969  4.73438  -1.70502
C  -0.15407  3.69757  -0.86090
N  -0.88243  2.59908  -0.68821
C  -0.61187  -0.94704  2.47371
C  -0.47106  -1.10178  3.83783
C  -0.69786  -0.00179  4.64896
C  -1.05846  1.19818  4.06404
C  -1.15196  1.28448  2.68484
N  -0.91670  0.23781  1.88968
H  -2.38525  -4.24227  0.68410
H  -4.81990  -4.47653  0.25123
H  -6.03938  -2.50689  -0.68166
H  -4.88600  -0.42454  -1.09748
H  -3.51465  3.32944  -2.61808
H  -2.11424  5.38699  -3.02181
H  0.07358  5.59301  -1.82952
H  1.23615  3.00781  0.26743
H  -0.17467  -2.06011  4.23858
H  -0.58355  -0.08257  5.72106
H  -1.23706  2.08243  4.65866
H  -1.38173  2.20904  2.17371
O  3.49996  0.40324  1.96803
S  2.62330  0.44536  0.82779
O  1.86950  -0.77385  0.56366
O  1.63976  1.56633  0.88004
C  3.63617  0.71319  -0.62397
C  5.00312  0.64611  -0.40619
C  5.89849  0.74314  -1.46261
C  5.41442  0.90135  -2.74796
C  4.04532  0.99053  -2.96468
C  3.13332  0.89812  -1.92209
S  1.39893  1.32675  -2.44159
O  1.45543  1.19362  -3.90525
O  0.98288  3.84752  -0.19569
O  0.56272  0.15490  -1.87142
H  5.35282  0.49438  0.60522
H  6.96280  0.68448  -1.27407
H  6.09520  0.96539  -3.58788
H  3.65214  1.12788  -3.96320
B  1.64880  -5.05661  0.78937
C  0.67574  -3.79581  0.69610
N  -0.22846  -3.42876  -0.15140
H  2.12569  -5.25904  -0.30147
H  0.92140  -5.97533  1.13241
H  2.48081  -4.82401  1.63581

Which charges does natural (NBO) predict for the atoms? In e, they are: Ir 1.059; O -0.382; C 0.594; N -0.189; C 0.139; C -0.200; C -0.248; C -0.188; C -0.240; C 0.144; N -0.597; C 0.625; O -0.648; C 0.145; C -0.258; C -0.145; C -0.301; C 0.553; N -0.537; C 0.121; C -0.186; C -0.163; C -0.227; C 0.072; N -0.387; H 0.230; H 0.212; H 0.207; H 0.266; H 0.243; H 0.211; H 0.227; H 0.530; H 0.246; H 0.225; H 0.228; H 0.229; O -0.968; S 2.416; O -1.015; O -1.069; C -0.258; C -0.208; C -0.223; C -0.204; C -0.205; C -0.282; S 1.541; O -0.989; O -0.681; O -0.992; H 0.242; H 0.207; H 0.205; H 0.249; B -0.508; C 0.453; N -0.303; H 0.003; H -0.010; H -0.015